(1)
A molecular structure, C21H25N3O2PS4Tm in a non-equilibrium geometry. Source: OMol25; level of theory: ωB97M-V with the def2-TZVPD basis set.

Each line ends with the Mulliken spin population.
Positions of all 57 atoms, in Å:
Tm: 12.143409 7.570444 10.368783  2.0300
S: 12.674460 9.268727 8.215604  -0.0101
C: 14.353714 9.114771 8.052760  0.0003
C: 14.939359 9.079874 6.715534  0.0002
C: 16.236217 8.700028 6.464967  -0.0001
C: 17.119793 8.536163 7.523672  -0.0001
C: 16.571704 8.385189 8.790934  0.0004
C: 15.228669 8.763704 9.064518  -0.0018
S: 14.600564 8.958246 10.708598  -0.0028
C: 15.457957 7.526333 11.567137  0.0003
C: 14.463892 6.491627 11.910177  -0.0016
C: 14.467139 6.067663 13.264576  0.0000
C: 13.594116 5.020426 13.594930  -0.0004
C: 12.854128 4.376542 12.559273  0.0004
C: 12.985813 4.809294 11.264105  -0.0015
C: 12.303065 4.122628 10.178259  0.0004
S: 11.236609 5.237405 9.094916  -0.0043
C: 9.706190 5.350883 10.112446  -0.0011
C: 9.164702 4.277611 10.824910  0.0001
C: 8.202208 4.557792 11.775837  0.0009
C: 7.812385 5.865433 12.030981  -0.0006
C: 8.329553 6.954997 11.295745  0.0014
C: 9.209106 6.700556 10.263823  -0.0006
S: 9.790220 7.905632 9.189999  -0.0062
N: 13.671976 5.964216 10.976063  -0.0005
H: 14.281673 9.332865 5.847740  0.0002
H: 16.588312 8.579103 5.452096  0.0000
H: 18.132287 8.476762 7.392586  0.0000
H: 17.192637 8.131140 9.614472  0.0000
H: 15.835077 7.892791 12.516156  -0.0001
H: 16.241815 7.052165 10.968306  0.0001
H: 15.071916 6.551940 13.992105  0.0000
H: 13.554975 4.540058 14.512111  0.0000
H: 12.152957 3.596308 12.740946  0.0002
H: 11.624716 3.404826 10.632286  -0.0002
H: 12.991621 3.766602 9.389602  0.0003
H: 9.374572 3.255293 10.651074  -0.0001
H: 7.658335 3.688651 12.203446  0.0000
H: 7.175189 6.148132 12.894749  0.0000
H: 7.983010 7.957060 11.518516  0.0000
N: 11.569163 11.794716 13.346987  0.0000
C: 11.683792 10.472476 14.135071  0.0001
P: 10.525830 9.307339 13.226899  -0.0017
O: 9.463228 10.073865 12.484179  0.0000
O: 11.436548 8.319459 12.335317  -0.0019
C: 9.736929 8.442325 14.651166  0.0000
N: 8.375385 9.076716 14.845987  0.0000
H: 10.734710 11.821694 12.687038  0.0000
H: 12.482918 11.932569 12.812716  0.0000
H: 11.496773 12.592860 13.939700  0.0000
H: 11.415632 10.587260 15.228040  0.0000
H: 12.707237 10.106973 14.033871  -0.0001
H: 10.266355 8.480677 15.584981  0.0000
H: 9.433312 7.385631 14.371763  0.0000
H: 7.695475 8.462270 15.332147  0.0000
H: 7.959383 9.455170 13.963897  0.0000
H: 8.497565 9.888019 15.438352  0.0000

Forces on atoms 1 to 6 (eV/Å):
Tm -1.10 1.71 -2.23
S -1.74 -0.03 1.16
C 2.23 -0.75 -2.26
C -1.51 0.04 0.08
C -0.18 0.93 0.03
C -2.75 -0.90 1.30

As for the total charge: +2. As for the spin multiplicity: 3. For the total energy, the calculation gives -4148.86727 hartree.


(2)
2 unconnected molecules or ions with the total composition C4H10O2. Source: OMol25; level of theory: ωB97M-V with the def2-TZVPD basis set.

Each line ends with the Löwdin charge.
Positions of all 16 atoms, in Å:
C: 0.635210 1.969881 -0.556037  -0.0027
C: 0.731328 0.722761 0.284604  -0.3889
O: 1.791382 0.302340 0.706520  0.0805
C: -0.552838 -0.023318 0.645123  -0.4000
C: -1.284381 -0.530375 -0.598318  -0.0406
O: -0.245794 -1.095183 1.494222  -0.0603
H: 0.279564 1.730262 -1.564097  0.0870
H: -0.081752 2.671219 -0.114738  0.0929
H: 1.618596 2.438450 -0.620910  0.0880
H: -1.204591 0.696985 1.169542  0.1526
H: -0.627834 -1.172496 -1.194473  0.0724
H: -1.647589 0.291547 -1.224309  0.0782
H: -2.143260 -1.127674 -0.280683  0.0868
H: 0.713505 -1.029208 1.654286  0.0741
H: 0.853008 -2.647654 0.019047  0.0264
H: 1.300643 -2.994033 -0.464877  0.0536

Forces on atoms 1 to 6 (eV/Å):
C 0.05 0.02 -0.02
C 0.24 -0.07 0.13
O -0.40 0.20 -0.17
C -0.06 0.16 -0.13
C -0.04 -0.03 -0.08
O 0.11 0.03 0.09

The SMILES is CC(=O)[C@@H](C)O.[H][H]. As for the total charge: 0. For the total energy, the calculation gives -308.84978 hartree. The value obtained for the energy relative to the best compared isomer or geometry (same formula, charge and spin) is 30.36 kcal per mole.


(3)
A gas-phase ion, C5H10NO2 (charge +1) in a non-equilibrium geometry. Source: OMol25; level of theory: ωB97M-V with the def2-TZVPD basis set.

Each line ends with the Mulliken spin population.
Positions of all 18 atoms, in Å:
C: 1.863918 0.027775 -0.096063  0.6206
C: 0.117101 -0.972393 0.557635  -0.0474
C: 0.193565 0.407786 -0.105793  0.4473
C: -0.750575 -1.989138 -0.127721  0.0080
C: -0.749216 0.783468 -1.175278  -0.0181
N: 0.252286 1.559828 1.007507  0.0756
O: 2.812338 0.674556 -0.102441  0.6825
O: 1.577234 -1.211228 0.320055  0.2207
H: -0.124347 -0.868448 1.567849  0.0072
H: -0.234252 -2.372550 -1.143195  -0.0011
H: -1.550315 -1.377225 -0.348065  0.0034
H: -1.096451 -2.917648 0.469381  0.0003
H: -1.769313 0.932142 -0.643361  0.0328
H: -0.904411 0.076372 -2.082894  -0.0014
H: -0.465792 1.682003 -1.646901  0.0058
H: 0.621175 2.409339 0.471513  -0.0030
H: 0.908479 1.530460 1.748141  -0.0338
H: -0.701418 1.624905 1.329631  0.0005

Forces on atoms 1 to 6 (eV/Å):
C -8.39 -4.46 -2.94
C 1.57 -0.67 -2.23
C 3.01 -1.56 1.42
C 2.18 -2.84 -1.04
C -1.73 -0.68 -0.79
N -0.71 2.14 -2.67

As for the total charge: +1. As for the spin multiplicity: 3. For the total energy, the calculation gives -401.22256 hartree. The value obtained for the energy relative to the best compared isomer or geometry (same formula, charge and spin) is 66.01 kcal per mole.


(4)
2 unconnected molecules or ions with the total composition C15H14F2N3O7S4 in a non-equilibrium geometry. Source: OMol25; level of theory: ωB97M-V with the def2-TZVPD basis set.

Each line ends with the Löwdin charge.
Positions of all 45 atoms, in Å:
O: -0.859539 -1.797220 1.807712  0.0636
C: -1.285525 -1.186808 0.855456  -0.2265
C: -2.799495 -1.378982 0.495003  -0.0689
C: -3.340041 -0.462536 -0.641736  -0.0755
C: -2.832792 -0.334008 -1.904473  -0.0853
C: -1.554523 -1.105466 -2.351524  -0.1157
C: -0.361540 -0.030476 -2.339324  -0.2654
C: 1.059777 -0.673831 -2.135693  -0.4513
S: 2.250238 0.736420 -1.861539  0.8074
C: 1.933597 1.402506 -0.173244  -0.9959
S: 2.322209 0.449706 1.100975  0.8380
N: 1.378053 2.739906 -0.050611  -0.1742
C: 0.109047 3.185335 -0.414008  -0.0611
C: 0.107213 4.619295 -0.079139  -0.1257
N: 1.369823 4.928466 0.434572  0.0067
C: 2.133388 3.809937 0.461212  -0.1387
C: -3.496321 0.590626 -2.982431  -0.3052
O: -3.190442 0.497057 -4.153538  0.0880
C: -4.582587 1.608031 -2.563876  0.0093
C: -5.095312 1.504645 -1.306275  0.0205
C: -4.626755 0.373407 -0.325229  -0.2946
O: -5.296736 0.221516 0.673805  0.0859
H: -0.551599 -0.559297 0.274074  0.0978
H: -3.377147 -1.099312 1.425392  0.1280
H: -3.038955 -2.469959 0.333064  0.1455
H: -1.621688 -1.453432 -3.418305  0.1231
H: -1.341952 -1.974653 -1.678400  0.1169
H: -0.553963 0.610065 -1.427648  0.0563
H: -0.405414 0.664630 -3.213833  0.1185
H: 1.134842 -1.381618 -1.273277  0.0777
H: 1.331261 -1.186683 -3.099509  0.0908
H: -0.717067 2.591422 -0.859310  0.0985
H: -0.769797 5.277370 -0.234672  0.0887
H: 3.186219 3.777997 0.825421  0.1371
H: -4.898153 2.381258 -3.305737  0.1228
H: -5.859968 2.265882 -1.007948  0.1220
N: 5.362112 -2.204134 3.711732  -0.3056
S: 6.003096 -3.635409 3.894950  0.4861
O: 5.786314 -4.581884 2.837636  -0.3021
O: 6.054083 -4.163185 5.228131  -0.2978
F: 7.536695 -3.250835 3.655811  -0.2095
S: 3.795431 -2.235303 3.821087  0.4693
O: 3.172874 -1.028685 3.344081  -0.4089
O: 3.218694 -2.790922 5.010211  -0.2891
F: 3.357475 -3.279007 2.698519  -0.2016

Forces on atoms 1 to 6 (eV/Å):
O -0.23 0.53 -0.66
C -0.04 -1.15 0.73
C -0.61 1.02 -0.13
C -0.80 0.57 -0.62
C 0.07 -0.58 0.08
C 0.18 1.24 -0.69

As for the total charge: -1. For the total energy, the calculation gives -3063.38149 hartree.


(5)
A single C3H4O2 molecule. Source: OMol25; level of theory: ωB97M-V with the def2-TZVPD basis set.

Each line ends with the Löwdin charge.
Positions of all 9 atoms, in Å:
O: 2.242165 0.846026 0.160507  0.0131
C: 1.227044 0.177912 0.228461  -0.3368
C: -0.053975 0.618187 0.700158  -0.0778
C: -1.031432 -0.573815 -0.659003  0.0068
O: -1.083588 -0.272981 0.628898  -0.0572
H: 1.205775 -0.911796 -0.040284  0.1293
H: -0.227769 1.509720 1.294935  0.1330
H: -1.085764 0.221025 -1.388125  0.0931
H: -1.192455 -1.614276 -0.925548  0.0966

Forces on atoms 1 to 6 (eV/Å):
O -0.25 -0.14 0.02
C 0.00 -0.01 -0.02
C 0.24 0.19 0.39
C -0.32 -0.48 -0.68
O 0.14 0.24 0.23
H 0.08 0.20 0.05

As for the total charge: 0. For the total energy, the calculation gives -267.04730 hartree. The value obtained for the energy relative to the best compared isomer or geometry (same formula, charge and spin) is 91.29 kcal per mole.


(6)
A single C4H12N2S molecule in a non-equilibrium geometry. Source: OMol25; level of theory: ωB97M-V with the def2-TZVPD basis set.

Each line ends with the Löwdin charge.
Positions of all 19 atoms, in Å:
C: -0.358690 0.585863 -2.217241  -0.1178
N: 0.313815 1.164622 -1.049708  -0.1123
C: 0.376304 0.366741 0.170884  -0.4404
C: -1.004401 -0.099317 0.651788  -0.2682
N: -1.027205 -0.359529 2.072892  -0.0039
C: 1.436576 -0.733807 0.009018  -0.5434
S: 2.237982 -1.198539 1.555426  0.6979
H: -0.890629 1.379879 -2.737416  0.0756
H: -1.145506 -0.123065 -1.946293  0.0707
H: 0.370701 0.176955 -2.905401  0.0691
H: 0.073908 2.137289 -0.901488  0.1030
H: 0.816440 1.069849 0.876161  0.1217
H: -1.661771 0.706127 0.279706  0.1140
H: -1.275636 -1.020653 0.152243  0.1054
H: -1.952145 -0.611093 2.389238  0.0685
H: -0.640659 0.371311 2.650405  0.0710
H: 2.169180 -0.463401 -0.753384  0.0762
H: 0.988307 -1.606999 -0.455475  0.0674
H: 1.173429 -1.742233 2.158643  -0.1544

Forces on atoms 1 to 6 (eV/Å):
C -0.19 0.81 0.54
N -0.07 -0.10 -0.57
C 0.83 0.61 -0.50
C 0.53 0.70 -0.21
N -0.09 -0.46 0.15
C -0.82 -0.38 -0.44

The SMILES is CN[C@@H](CN)CS. As for the total charge: 0. For the total energy, the calculation gives -667.27186 hartree. The value obtained for the energy relative to the best compared isomer or geometry (same formula, charge and spin) is 14.45 kcal per mole.